Record 1
# C10H21AuClINO3P

A structure of composition C10H21AuClINO3P in a non-equilibrium geometry (wB97M-V/def2-TZVPD, OMol25).

```
39
Properties=species:S:1:pos:R:3
C -1.0571 -4.7373 -2.8670
C -0.8737 -3.3332 -2.3894
H -0.7115 -4.8674 -3.8961
H -2.1302 -4.9820 -2.8005
H -0.4733 -5.3965 -2.2027
O -0.4514 -2.3681 -2.9749
I -1.5480 -3.1054 -0.2668
Au -0.4913 -0.6085 -0.4051
P -2.5437 0.6917 -0.8209
C -2.1832 2.0924 -1.9127
C -3.9515 -0.1891 -1.5417
H -3.3345 0.6303 1.4565
H -4.1439 1.9415 0.5183
H -2.4522 2.1410 1.1122
C -3.1907 1.4293 0.7174
H -4.2072 -1.0598 -0.9266
H -4.8180 0.4860 -1.6118
H -3.1061 2.5433 -2.2991
H -1.5708 1.7550 -2.7588
H -3.6913 -0.5536 -2.5401
H -1.6086 2.8486 -1.3600
C 0.5475 0.4529 -1.6180
O 1.2880 1.1505 -2.1619
Cl -1.1602 -1.0624 1.8754
C 4.1341 1.3819 3.1601
N 3.5615 0.6909 2.0071
C 4.4609 0.0215 1.0931
C 2.2475 0.7098 1.6521
C 1.3145 1.6087 2.4066
O 1.9237 -0.0017 0.6761
H 5.1649 1.0381 3.2856
H 3.5752 1.1349 4.0736
H 4.1333 2.4774 3.0296
H 4.1918 -1.0307 0.9635
H 4.4362 0.4938 0.0999
H 5.4672 0.0918 1.5013
H 1.2994 2.5811 1.8945
H 0.3202 1.1592 2.3868
H 1.6327 1.7442 3.4444
```

## Properties
- M (g mol⁻¹) = 593.58
- relative energy (zero: lowest compared OMol25 entry of this formula, charge and spin) (kJ/mol) = 0.0
- maximum force (eV/Å) = 6.60
- multiplicity = 3
- DFT total energy (eV) = -51930.1141
- highest occupied orbital energy (spin up / spin down) (hartree) = -0.5406 / -0.5391
- orbital gap (spin up / spin down) (eV) = 7.64 / 3.90
- total charge = +2

Record 2
# C10H21BCl2N4O6P

The ion C10H21BCl2N4O6P with charge +1 in a non-equilibrium geometry (wB97M-V/def2-TZVPD, OMol25).

```
45
Properties=species:S:1:pos:R:3
C 2.7893 -1.9364 1.3703
N 2.8217 -0.5758 0.7872
C 4.2265 -0.2290 0.4324
B 1.9885 -0.4216 -0.3730
O 2.3522 -0.8381 -1.5954
N 0.6456 0.3316 -0.1509
C 0.7109 1.4303 0.8177
C 1.6677 2.5372 0.3597
C 1.4182 3.7859 1.1973
Cl 0.3846 4.9364 0.3291
C -0.4654 0.0441 -0.7564
N -1.6166 0.7992 -0.5282
C -2.8426 0.0841 -0.9980
P -4.3608 0.7272 -0.1552
O -5.5500 -0.0276 -0.4960
O -4.4115 2.2636 -0.5790
O -3.9679 0.7373 1.3714
O -2.6836 -1.2503 -0.6486
C -1.7156 -1.9145 -1.4214
C -1.3554 -3.2288 -0.7030
C -1.8421 -3.2080 0.7186
O -2.7209 -3.8325 1.1529
Cl -0.9456 -2.0658 1.7832
N -0.5290 -1.0418 -1.6511
H 2.8835 -2.7195 0.6171
H 3.6373 -2.0339 2.0417
H 1.9020 -2.0692 1.9731
H 4.7570 -1.0986 0.0533
H 4.7271 0.1583 1.3144
H 4.2537 0.5499 -0.3240
H 1.9335 -0.4009 -2.3429
H 1.0624 1.0246 1.7610
H -0.2698 1.8587 0.9805
H 1.4818 2.7307 -0.6924
H 2.6893 2.2061 0.5252
H 0.8764 3.5291 2.1025
H 2.3362 4.2701 1.5015
H -1.5260 1.6910 -1.0131
H -2.9912 0.1902 -2.0811
H -3.8176 2.5174 -1.2907
H -3.0181 0.6614 1.5275
H -2.1222 -2.1400 -2.4058
H -1.8822 -4.0427 -1.1860
H -0.2813 -3.3584 -0.7484
H -0.6299 -0.6315 -2.5770
```

## Properties
- M (g mol⁻¹) = 405.99
- maximum force (eV/Å) = 1.09
- DFT total energy (eV) = -63963.8653
- SMILES = CN(C)B(O)N(CCCCl)C1=[NH+][C@H](P(=O)(O)O)O[C@H](CC(=O)Cl)N1
- highest occupied orbital energy (hartree) = -0.4707
- orbital gap (eV) = 8.50
- total charge = +1

Record 3
# C10H21Br8FO5P2S

A structure of composition C10H21Br8FO5P2S in a non-equilibrium geometry (wB97M-V/def2-TZVPD, OMol25).

```
48
Properties=species:S:1:pos:R:3
O 5.3512 0.8221 1.5386
C 4.3995 1.2732 0.8424
F 3.5169 2.1844 1.4848
C 4.3265 0.7929 -0.6820
O 3.3340 -0.2148 -1.0078
P 2.6550 -1.0262 0.3215
O 1.7930 -2.1748 -0.2733
O 3.7891 -1.8085 1.3396
O 1.5273 -0.0668 1.2259
P 0.7810 1.0958 0.1400
S -0.2472 0.2373 -1.2806
H 4.0549 1.7344 -1.3066
H 5.3916 0.5099 -1.0390
H 4.5358 -2.1653 0.8024
H 1.7846 1.9881 -0.4107
H -0.0396 1.9343 0.9984
Br -3.4080 -4.0169 0.5144
C -2.1795 -4.3959 -0.9514
C -1.4537 -3.1497 -1.3937
Br -2.6040 -2.0073 -2.4773
H -2.7654 -4.8591 -1.7457
H -1.4764 -5.1280 -0.5504
H -0.6135 -3.4034 -2.0424
H -1.0936 -2.5415 -0.5633
Br -2.3590 -0.9205 6.3180
C -1.1330 -1.2939 4.8494
C -0.4038 -0.0470 4.4147
Br -1.5519 1.1049 3.3396
H -1.7207 -1.7499 4.0522
H -0.4320 -2.0309 5.2450
H 0.4352 -0.2992 3.7631
H -0.0416 0.5544 5.2488
Br -1.5111 -0.9471 -6.8492
C 0.3275 -1.1029 -6.2209
C 0.4453 -0.7097 -4.7692
Br 0.3957 1.2266 -4.5541
H 0.9428 -0.4944 -6.8839
H 0.5855 -2.1548 -6.3563
H 1.4122 -1.0154 -4.3649
H -0.3498 -1.1191 -4.1448
Br -1.6009 3.6847 0.4234
C -2.5723 4.6309 1.8242
C -4.0255 4.2267 1.8507
Br -5.0211 5.0723 0.4043
H -2.4235 5.6968 1.6501
H -2.0769 4.3469 2.7547
H -4.5047 4.5754 2.7672
H -4.1760 3.1511 1.7541
```

## Properties
- M (g mol⁻¹) = 973.52
- relative energy (zero: lowest compared OMol25 entry of this formula, charge and spin) (kJ/mol) = 0.0
- maximum force (eV/Å) = 7.75
- DFT total energy (eV) = -613419.0166
- highest occupied orbital energy (hartree) = -0.3260
- orbital gap (eV) = 7.54

Record 4
# C10H21ClF3IrO2P2

A structure of composition C10H21ClF3IrO2P2 in a non-equilibrium geometry (wB97M-V/def2-TZVPD, OMol25).

```
40
Properties=species:S:1:pos:R:3
C -0.4267 -0.2104 -4.1889
C -0.1631 0.3369 -2.8111
H 0.5165 -0.3745 -4.6876
H -1.0058 0.5989 -4.6887
H -1.0798 -1.0947 -4.2107
O 0.7851 1.0418 -2.3548
Cl -1.5528 0.3058 -1.8993
Ir 0.4323 -0.1346 1.5822
P 0.0339 2.0974 0.4274
C 1.4282 3.1418 0.9269
C -0.2227 2.9125 -1.2141
H -0.3734 3.9698 -1.0922
H -1.6773 3.6602 0.8794
H -1.0974 2.4798 -1.7082
H -2.2885 1.9994 0.9989
H 2.2966 2.9108 0.3026
H 0.6351 2.7371 -1.8601
C -1.4587 2.6609 1.2408
H 1.1337 4.1850 0.7857
H -1.2871 2.6675 2.3072
H 1.6536 2.9405 1.9703
P 0.2402 -2.0950 0.3517
C 1.5771 -3.2643 0.8352
C -1.3078 -2.7836 0.9964
H -0.9208 -2.2960 -1.8124
H 0.2431 -3.6302 -1.5657
H 0.8307 -2.0133 -2.0615
C 0.0859 -2.5468 -1.4522
H -2.1570 -2.1542 0.7159
H -1.4678 -3.7873 0.6092
H 1.3426 -4.2977 0.5447
H 1.7236 -3.2181 1.9167
H -1.2354 -2.8094 2.0806
H 2.5189 -2.9715 0.3615
C 2.2185 -0.1155 1.7812
O 3.3408 -0.1702 2.1230
F -1.9528 -0.1695 2.8231
C -0.6210 -0.1575 3.1904
F -0.3817 0.9605 3.9597
F -0.3588 -1.3122 3.8969
```

## Properties
- M (g mol⁻¹) = 519.89
- maximum force (eV/Å) = 10.46
- multiplicity = 6
- DFT total energy (eV) = -56859.2073
- highest occupied orbital energy (spin up / spin down) (hartree) = -0.7188 / -0.8037
- orbital gap (spin up / spin down) (eV) = 7.32 / 5.82
- total charge = +3

Record 5
# C10H21IN3OP2Ru

A structure of composition C10H21IN3OP2Ru in a non-equilibrium geometry (wB97M-V/def2-TZVPD, OMol25).

```
39
Properties=species:S:1:pos:R:3
C 0.2158 -0.0065 -3.3791
I -1.8486 -0.4851 -2.6759
H 0.9381 -0.2790 -2.6046
H 0.2289 1.0494 -3.6636
H 0.3440 -0.5661 -4.3205
Ru -0.5760 -0.0417 -0.5011
P 0.0291 2.1661 -0.5592
C -1.4800 3.0631 -0.9739
C 0.6703 2.9686 0.9504
H 0.8671 4.0313 0.7706
H 1.4148 3.7464 -1.7609
H 1.6068 2.4820 1.2459
H 2.2391 2.1859 -1.4733
H -2.2511 2.8418 -0.2282
H -0.0438 2.8730 1.7746
C 1.2941 2.6579 -1.7625
H -1.2811 4.1384 -0.9851
H 1.0356 2.3327 -2.7691
H -1.8341 2.7399 -1.9563
P 0.0099 -2.2071 -0.1190
C -1.4065 -3.3119 -0.3128
C 1.2067 -2.6374 -1.4079
H 1.6469 -2.2736 1.6947
H 1.0779 -3.9027 1.2251
H 0.0423 -2.8397 2.2270
C 0.7699 -2.8636 1.4057
H 2.1358 -2.0910 -1.2051
H 1.3930 -3.7155 -1.3576
H -1.0636 -4.3426 -0.1765
H -1.8535 -3.1859 -1.3020
H 0.8311 -2.3544 -2.3944
H -2.1525 -3.0733 0.4538
C -2.1949 -0.0032 0.3855
O -3.1161 0.0890 1.0904
N 0.2645 0.1721 1.3539
C 0.1368 0.1786 2.5316
N 0.2301 -0.0790 3.7593
C -0.0226 0.6398 4.8229
N -0.1897 1.2066 5.8397
```

## Properties
- M (g mol⁻¹) = 489.22
- maximum force (eV/Å) = 8.23
- multiplicity = 6
- DFT total energy (eV) = -46466.7903
- highest occupied orbital energy (spin up / spin down) (hartree) = -0.4903 / -0.6070
- orbital gap (spin up / spin down) (eV) = 6.50 / 5.64
- total charge = +2

Record 6
# C10H21N2O4

The ion C10H21N2O4 with charge +1 (wB97M-V/def2-TZVPD, OMol25).

```
37
Properties=species:S:1:pos:R:3
C 3.9518 0.9970 0.5036
C 4.1867 -0.4587 0.0846
C 3.1964 -0.9544 -0.9844
C 2.0395 -1.8172 -0.4333
C 0.6405 -1.3959 -0.9294
C -0.1266 -0.6229 0.1344
N -0.9370 0.5327 -0.4177
C -1.7848 0.8595 0.7766
C -2.7281 2.0107 0.5899
O -3.4870 1.7612 -0.5524
C -4.4115 2.7942 -0.9026
O -2.3522 -0.3900 0.9997
C -1.2646 -1.3420 0.9368
O -1.6558 -2.4771 0.2777
N -2.6648 -3.3036 1.1313
O -2.3088 -4.3837 1.1868
H 3.6392 1.6049 -0.3490
H 4.8612 1.4516 0.8951
H 3.1848 1.0745 1.2799
H 5.2043 -0.5619 -0.2914
H 4.1056 -1.0918 0.9716
H 2.7805 -0.0842 -1.5040
H 3.7310 -1.5204 -1.7479
H 2.0694 -1.7603 0.6597
H 2.2030 -2.8633 -0.6872
H 0.7454 -0.7720 -1.8217
H 0.0737 -2.2759 -1.2269
H 0.5830 -0.1534 0.8176
H -0.4411 1.2920 -0.8823
H -1.5836 0.1125 -1.0964
H -1.1076 1.0849 1.6107
H -2.1271 2.9281 0.5016
H -3.3265 2.1003 1.5053
H -4.2421 3.0793 -1.9396
H -4.2811 3.6747 -0.2703
H -5.4283 2.4210 -0.7865
H -0.9374 -1.5501 1.9601
```

## Properties
- M (g mol⁻¹) = 233.29
- maximum force (eV/Å) = 0.91
- DFT total energy (eV) = -21870.3929
- SMILES = CCCCC[C@H]1[NH2+][C@@H](COC)O[C@H]1ON=O
- highest occupied orbital energy (hartree) = -0.5042
- orbital gap (eV) = 9.99
- total charge = +1

Question: Which value of DFT total energy does entry 1 give?
Answer: -51930.1141 eV

Repeat the sixth record exactly.
# C10H21N2O4

The ion C10H21N2O4 with charge +1 (wB97M-V/def2-TZVPD, OMol25).

```
37
Properties=species:S:1:pos:R:3
C 3.9518 0.9970 0.5036
C 4.1867 -0.4587 0.0846
C 3.1964 -0.9544 -0.9844
C 2.0395 -1.8172 -0.4333
C 0.6405 -1.3959 -0.9294
C -0.1266 -0.6229 0.1344
N -0.9370 0.5327 -0.4177
C -1.7848 0.8595 0.7766
C -2.7281 2.0107 0.5899
O -3.4870 1.7612 -0.5524
C -4.4115 2.7942 -0.9026
O -2.3522 -0.3900 0.9997
C -1.2646 -1.3420 0.9368
O -1.6558 -2.4771 0.2777
N -2.6648 -3.3036 1.1313
O -2.3088 -4.3837 1.1868
H 3.6392 1.6049 -0.3490
H 4.8612 1.4516 0.8951
H 3.1848 1.0745 1.2799
H 5.2043 -0.5619 -0.2914
H 4.1056 -1.0918 0.9716
H 2.7805 -0.0842 -1.5040
H 3.7310 -1.5204 -1.7479
H 2.0694 -1.7603 0.6597
H 2.2030 -2.8633 -0.6872
H 0.7454 -0.7720 -1.8217
H 0.0737 -2.2759 -1.2269
H 0.5830 -0.1534 0.8176
H -0.4411 1.2920 -0.8823
H -1.5836 0.1125 -1.0964
H -1.1076 1.0849 1.6107
H -2.1271 2.9281 0.5016
H -3.3265 2.1003 1.5053
H -4.2421 3.0793 -1.9396
H -4.2811 3.6747 -0.2703
H -5.4283 2.4210 -0.7865
H -0.9374 -1.5501 1.9601
```

## Properties
- M (g mol⁻¹) = 233.29
- maximum force (eV/Å) = 0.91
- DFT total energy (eV) = -21870.3929
- SMILES = CCCCC[C@H]1[NH2+][C@@H](COC)O[C@H]1ON=O
- highest occupied orbital energy (hartree) = -0.5042
- orbital gap (eV) = 9.99
- total charge = +1